DFT (ωB97M-V with the def2-TZVPD basis set) results for a 7-piece molecular cluster, C56H125N6O overall.

## Properties
**HOMO-LUMO gap**: 6.87 eV
**2S+1**: 1
**E_tot**: -2610.47953 hartree
**HOMO level**: -0.586 Ha
**Energy above the lowest of the compared OMol25 structures with the same formula, charge and spin**: 518.0 kJ/mol
**LUMO energy**: -9.067 eV
**Net charge**: +5

Geometry (Å):
C (1.047, -0.425, -1.268)
C (-0.367, -0.329, -0.610)
O (-1.540, 0.009, -1.322)
H (1.325, 0.598, -1.526)
H (0.933, -1.159, -2.066)
H (1.755, -0.945, -0.624)
H (-0.286, 0.255, 0.307)
H (-0.654, -1.364, -0.429)
C (-2.584, 1.789, 4.874)
C (-2.298, 0.795, 3.767)
C (-3.341, -0.425, 3.855)
N (-2.974, -1.650, 2.943)
C (-4.017, -2.818, 3.165)
C (-3.816, -3.382, 4.596)
C (-2.296, -3.736, 5.007)
C (-1.296, -2.602, 4.584)
C (-1.562, -2.258, 3.104)
C (-3.168, -1.138, 1.549)
H (-2.273, 1.602, 5.901)
H (-3.641, 2.028, 4.989)
H (-2.125, 2.765, 4.717)
H (-1.252, 0.492, 3.804)
H (-2.415, 1.307, 2.812)
H (-4.374, -0.131, 3.666)
H (-3.332, -0.809, 4.875)
H (-5.012, -2.411, 2.986)
H (-3.815, -3.576, 2.408)
H (-4.097, -2.639, 5.342)
H (-4.366, -4.297, 4.815)
H (-2.236, -3.927, 6.078)
H (-2.031, -4.587, 4.379)
H (-1.244, -1.746, 5.257)
H (-0.246, -2.891, 4.616)
H (-0.833, -1.493, 2.837)
H (-1.353, -3.128, 2.481)
H (-4.241, -0.992, 1.431)
H (-2.872, -2.040, 1.013)
H (-2.480, -0.314, 1.361)
C (-0.172, 3.894, -8.525)
C (-0.582, 3.127, -7.286)
C (0.261, 3.421, -5.992)
N (0.029, 2.365, -4.878)
C (0.671, 0.970, -5.220)
C (2.227, 1.071, -5.491)
C (2.935, 1.614, -4.283)
C (2.251, 2.876, -3.676)
C (0.663, 2.937, -3.585)
C (-1.493, 2.077, -4.506)
H (-0.077, 4.979, -8.463)
H (-0.896, 3.706, -9.318)
H (0.713, 3.493, -9.018)
H (-0.565, 2.065, -7.529)
H (-1.598, 3.443, -7.046)
H (-0.208, 4.222, -5.420)
H (1.296, 3.735, -6.127)
H (0.099, 0.595, -6.067)
H (0.528, 0.407, -4.297)
H (2.305, 1.775, -6.320)
H (2.577, 0.112, -5.872)
H (3.964, 1.763, -4.613)
H (3.014, 0.816, -3.544)
H (2.641, 3.763, -4.174)
H (2.718, 3.167, -2.736)
H (0.276, 3.938, -3.395)
H (0.447, 2.276, -2.746)
H (-1.491, 1.534, -3.561)
H (-1.977, 1.437, -5.244)
H (-1.989, 3.047, -4.505)
C (2.100, 5.061, 5.810)
C (2.772, 3.672, 5.440)
C (2.537, 3.408, 3.913)
N (3.342, 2.247, 3.128)
C (2.960, 2.079, 1.642)
C (3.985, 1.174, 0.877)
C (5.447, 1.664, 1.028)
C (5.773, 1.826, 2.555)
C (4.765, 2.799, 3.230)
C (3.141, 0.855, 3.750)
H (2.229, 5.141, 6.889)
H (1.057, 5.103, 5.498)
H (2.654, 5.819, 5.257)
H (2.222, 2.991, 6.090)
H (3.814, 3.713, 5.757)
H (2.762, 4.344, 3.400)
H (1.533, 3.061, 3.671)
H (3.159, 3.060, 1.210)
H (1.903, 1.840, 1.523)
H (3.907, 1.309, -0.202)
H (3.772, 0.129, 1.101)
H (5.599, 2.635, 0.558)
H (6.171, 1.162, 0.386)
H (6.749, 2.308, 2.503)
H (5.969, 0.921, 3.130)
H (4.780, 3.740, 2.681)
H (5.089, 2.685, 4.265)
H (3.314, 1.018, 4.814)
H (3.870, 0.185, 3.294)
H (2.102, 0.615, 3.527)
C (-0.939, -10.606, 1.096)
C (0.191, -9.533, 0.905)
C (-0.330, -8.136, 0.482)
N (0.790, -6.975, 0.390)
C (1.888, -6.971, 1.572)
C (2.585, -5.568, 1.816)
C (1.803, -4.289, 1.618)
C (0.928, -4.286, 0.340)
C (0.066, -5.546, 0.341)
C (1.740, -7.165, -0.818)
H (-1.333, -10.469, 2.103)
H (-0.544, -11.612, 1.235)
H (-1.766, -10.516, 0.391)
H (0.929, -9.846, 0.168)
H (0.801, -9.491, 1.808)
H (-1.068, -7.911, 1.253)
H (-0.844, -8.175, -0.478)
H (1.271, -7.273, 2.419)
H (2.668, -7.713, 1.405)
H (2.856, -5.709, 2.862)
H (3.517, -5.421, 1.270)
H (1.192, -4.226, 2.519)
H (2.524, -3.474, 1.690)
H (0.242, -3.441, 0.389)
H (1.551, -4.295, -0.554)
H (-0.478, -5.588, 1.285)
H (-0.629, -5.559, -0.499)
H (2.120, -8.181, -0.920)
H (2.591, -6.500, -0.663)
H (1.417, -6.787, -1.788)
C (2.190, -3.447, -3.625)
C (0.869, -3.082, -4.282)
C (-0.297, -3.389, -3.333)
N (-1.743, -3.478, -4.050)
C (-2.072, -2.043, -4.596)
C (-3.491, -1.915, -5.130)
C (-4.528, -2.487, -4.068)
C (-4.304, -3.902, -3.506)
C (-2.843, -4.085, -3.065)
C (-1.816, -4.503, -5.263)
H (2.980, -2.989, -4.220)
H (2.463, -4.502, -3.580)
H (2.247, -2.965, -2.649)
H (0.579, -3.451, -5.266)
H (0.965, -2.003, -4.405)
H (-0.428, -2.795, -2.428)
H (-0.135, -4.349, -2.843)
H (-1.795, -1.401, -3.760)
H (-1.310, -1.899, -5.362)
H (-3.770, -0.903, -5.426)
H (-3.622, -2.387, -6.104)
H (-4.568, -1.795, -3.227)
H (-5.549, -2.390, -4.436)
H (-4.807, -4.155, -2.572)
H (-4.596, -4.777, -4.087)
H (-2.627, -3.539, -2.146)
H (-2.699, -5.132, -2.799)
H (-1.441, -4.052, -6.182)
H (-2.866, -4.734, -5.441)
H (-1.233, -5.412, -5.119)
C (-0.835, 3.461, 0.940)
C (-0.626, 4.964, 0.836)
C (-1.501, 5.846, 1.724)
N (-1.232, 7.377, 1.580)
C (-2.032, 8.163, 2.600)
C (-1.335, 8.002, 4.014)
C (0.210, 8.208, 4.121)
C (0.890, 7.334, 3.057)
C (0.275, 7.640, 1.649)
C (-1.795, 7.886, 0.223)
H (-0.701, 2.996, -0.036)
H (-1.834, 3.285, 1.338)
H (-0.152, 2.951, 1.620)
H (-0.879, 5.236, -0.189)
H (0.439, 5.111, 1.013)
H (-1.447, 5.475, 2.748)
H (-2.549, 5.729, 1.447)
H (-3.089, 7.936, 2.455)
H (-1.809, 9.218, 2.443)
H (-1.590, 6.999, 4.357)
H (-1.709, 8.723, 4.741)
H (0.628, 8.035, 5.112)
H (0.278, 9.292, 4.037)
H (0.844, 6.298, 3.393)
H (1.919, 7.616, 3.282)
H (0.828, 7.233, 0.802)
H (0.332, 8.706, 1.429)
H (-1.445, 8.903, 0.043)
H (-2.861, 7.661, 0.211)
H (-1.382, 7.326, -0.616)